Density functional theory data (the ωB97M-V functional and the def2-TZVPD basis) for a 9-piece molecular cluster, C10H39FN17O8S overall at a distorted geometry.

Its HOMO energy is -10.8606 eV. Its net charge is +1.

Geometry (Å):
C (-7.150041, 2.753582, 1.167712)
C (-5.588775, 2.618079, 0.671630)
N (-4.651861, 2.019211, 1.714268)
S (-2.983433, 2.001583, 1.116721)
F (-2.958082, 2.212596, -0.609496)
H (-7.684572, 1.695535, 1.288302)
H (-7.715430, 3.394439, 0.340878)
H (-7.261706, 3.275786, 2.225207)
H (-5.230279, 3.688364, 0.307697)
H (-5.563237, 1.863627, -0.249270)
H (-4.883559, 0.984854, 1.794376)
H (-2.390944, 3.158007, 1.712436)
C (0.259068, 5.483233, -1.081239)
O (0.727582, 6.606896, -1.172538)
N (0.845846, 4.506511, -0.366053)
N (-0.885792, 5.120999, -1.687635)
H (0.475397, 3.575187, -0.278996)
H (1.709983, 4.737427, 0.106485)
H (-1.359594, 5.826587, -2.236246)
H (-1.287163, 4.200627, -1.624163)
C (-0.519514, 0.221124, 3.606731)
O (-0.056934, 0.761578, 2.614566)
N (0.232595, -0.493907, 4.462795)
N (-1.822684, 0.292047, 3.932846)
H (-0.130085, -0.946279, 5.284987)
H (1.219333, -0.572232, 4.254084)
H (-2.423985, 0.820890, 3.314719)
H (-2.222060, -0.146298, 4.745597)
C (1.201514, 0.444457, -1.477537)
O (1.072771, 0.540047, -2.687805)
N (2.219102, -0.223687, -0.904928)
N (0.337398, 0.998533, -0.608091)
H (2.342048, -0.313446, 0.089559)
H (2.892390, -0.655928, -1.523955)
H (-0.443218, 1.510567, -0.997678)
H (0.426758, 0.930594, 0.391714)
C (0.424205, 4.056585, 5.166602)
O (0.030276, 3.562010, 6.210957)
N (0.855926, 5.327854, 5.081304)
N (0.461791, 3.374784, 4.007565)
H (1.183991, 5.752884, 4.230482)
H (0.844086, 5.876193, 5.931322)
H (0.145401, 2.414157, 4.027875)
H (0.782834, 3.764955, 3.137560)
C (-1.274272, -3.393683, 1.291752)
O (-1.668200, -3.888259, 2.336107)
N (-0.842550, -2.122415, 1.206454)
N (-1.236685, -4.075484, 0.132715)
H (-0.514485, -1.697384, 0.355632)
H (-0.854391, -1.574076, 2.056473)
H (-1.553076, -5.036112, 0.153026)
H (-0.915643, -3.685313, -0.737290)
C (5.238830, -2.796909, -1.352036)
O (4.698733, -1.903794, -1.985363)
N (5.887287, -3.817294, -1.942038)
N (5.233873, -2.840822, -0.007536)
H (6.338113, -4.561926, -1.437602)
H (5.914686, -3.822271, -2.953260)
H (4.756408, -2.091440, 0.475963)
H (5.673049, -3.568033, 0.531443)
C (1.744067, -5.443236, -1.098748)
O (1.647508, -4.621950, -0.200623)
N (0.743827, -6.279618, -1.430059)
N (2.859253, -5.585562, -1.837487)
H (0.804404, -6.962540, -2.166351)
H (-0.113625, -6.205423, -0.898441)
H (3.636295, -4.975215, -1.620692)
H (2.957593, -6.256103, -2.581070)
C (0.936354, -1.582979, -6.200893)
O (1.564651, -2.423445, -5.576938)
N (0.390878, -1.828841, -7.405796)
N (0.733255, -0.335740, -5.739612)
H (-0.129826, -1.149766, -7.934852)
H (0.520388, -2.755899, -7.789383)
H (1.127303, -0.109083, -4.835913)
H (0.218648, 0.370000, -6.238932)

Atomic forces in eV per Å
C -0.3 -0.3 0.5
C -1.8 0.6 -1.8
N 1.9 -0.5 -1.9
S -1.4 -0.5 -1.0
F 0.0 0.3 3.8
H 1.3 2.3 -0.5
H 1.3 -1.5 1.9
H 0.5 -0.9 -2.4
H -0.5 -2.4 1.0
H -0.1 1.9 1.8
H 0.4 1.3 -0.1
H -1.1 -0.3 -1.4
C 0.7 1.3 -0.1
O -0.2 -0.3 0.1
N 0.8 -0.8 1.2
N -1.6 0.0 -0.7
H 0.3 0.0 -0.2
H -0.2 -0.1 -0.3
H 0.2 -0.3 0.1
H 0.2 0.2 -0.2
C 0.3 -0.9 1.1
O 0.1 0.7 -1.2
N 0.7 -0.1 -0.1
N -1.3 0.4 -0.3
H 0.0 0.0 -0.1
H -0.3 0.0 0.1
H 0.3 -0.4 0.6
H 0.0 0.1 -0.1
C 1.1 -0.6 -1.0
O -0.3 0.2 0.0
N 0.5 -0.3 0.0
N -1.8 1.2 1.0
H -0.1 0.0 -0.2
H 0.2 -0.2 0.1
H 0.3 -0.4 0.0
H 0.0 -0.1 0.1
C -0.1 0.1 1.0
O -0.1 -0.1 -0.1
N 0.3 1.3 0.3
N -0.4 -1.1 -1.2
H 0.0 -0.1 0.2
H 0.0 -0.2 -0.3
H 0.4 0.5 -0.2
H 0.1 -0.1 0.2
C -0.1 -0.9 0.3
O -0.1 0.1 0.3
N 0.2 1.7 0.3
N -0.6 -0.7 -0.8
H 0.1 -0.1 0.1
H 0.1 -0.3 -0.5
H 0.1 0.5 0.1
H 0.2 -0.1 0.2
C -0.2 0.6 -0.2
O -0.2 0.2 0.0
N 0.4 -1.0 -1.1
N -0.2 0.4 1.3
H 0.0 0.2 -0.1
H 0.0 0.0 0.3
H 0.2 -0.4 -0.2
H -0.1 0.1 -0.1
C 0.3 0.5 0.4
O 0.1 0.2 0.1
N -1.5 -0.7 0.0
N 1.2 0.1 -0.3
H 0.0 0.1 0.1
H 0.5 -0.2 -0.3
H -0.3 -0.2 -0.2
H 0.0 0.2 0.1
C 0.4 -0.2 0.6
O 0.0 -0.2 0.0
N -0.5 -0.8 -1.4
N 0.0 1.0 0.8
H 0.1 -0.1 0.1
H -0.1 0.4 0.1
H -0.2 0.0 -0.1
H 0.1 -0.2 0.1

Here are the Löwdin charges for atoms 1 to 4, given in e: number 1, C, carries -0.101; number 2, C, carries -0.305; number 3, N, carries -0.248; number 4, S, carries 1.183

Density functional theory data (the ωB97M-V functional and the def2-TZVPD basis) for C10H3Cl5N3PdS2 as an isolated structure at a distorted geometry.

Its HOMO energy (spin up / spin down) is -4.1672 / -4.1540 eV. Its net charge is -1.

Geometry (Å):
Pd (-0.658047, -0.879837, 0.468923)
S (-1.115905, 0.960267, 2.017593)
C (-2.775461, 1.215201, 1.636752)
C (-3.291053, 2.444655, 2.067330)
N (-3.652642, 3.473315, 2.434014)
C (-3.563237, 0.301131, 0.966092)
S (-2.999676, -1.225583, 0.386201)
C (-4.920075, 0.560221, 0.742069)
N (-6.041312, 0.739864, 0.552486)
Cl (0.358317, 1.451179, -2.624149)
C (1.510446, 0.829068, -1.499145)
C (1.058836, -0.035134, -0.508808)
C (2.025142, -0.501193, 0.379653)
Cl (1.470952, -1.559624, 1.637951)
C (3.369105, -0.168781, 0.301280)
Cl (4.517227, -0.804432, 1.416340)
C (3.784052, 0.686577, -0.717310)
Cl (5.447825, 1.109993, -0.863760)
C (2.848433, 1.191018, -1.617180)
Cl (3.374440, 2.241758, -2.881833)
N (-0.229311, -2.816628, -0.905214)
H (-0.717183, -3.650870, -0.595797)
H (0.767728, -3.006235, -0.964549)
H (-0.568601, -2.555930, -1.828940)

Atomic forces in eV per Å
Pd -2.2 1.3 -1.8
S 0.9 -1.2 -1.2
C -0.5 -1.5 -1.0
C -0.4 0.8 0.2
N -0.1 0.2 0.1
C 1.5 0.4 0.8
S 0.4 -0.3 0.3
C -1.2 0.3 0.0
N -0.1 0.0 -0.1
Cl -0.2 0.1 -0.2
C -0.4 -0.5 0.3
C 0.4 -0.2 1.6
C 0.5 0.3 -0.6
Cl 1.5 -0.6 1.0
C 0.2 0.0 -0.1
Cl 0.1 0.0 0.1
C -0.1 0.0 0.1
Cl 0.1 0.0 0.0
C 0.1 0.0 0.0
Cl 0.0 0.0 0.0
N -0.2 0.7 0.2
H 0.0 0.1 0.0
H -0.2 0.1 0.1
H 0.1 -0.1 0.2

Here are the Löwdin charges for atoms 1 to 4, given in e: number 1, Pd, carries 0.260; number 2, S, carries 0.611; number 3, C, carries -0.781; number 4, C, carries -0.327

Density functional theory data (the ωB97M-V functional and the def2-TZVPD basis) for C10H40Fe2O22S3 as an isolated structure at a distorted geometry.

Its HOMO energy (spin up / spin down) is -8.5000 / -8.4562 eV. As for the multiplicity: 11.

Geometry (Å):
Fe (15.467440, -9.642548, -15.252377)
Fe (14.869514, -5.155579, -13.811597)
S (15.545237, -6.405745, -16.047714)
O (16.305021, -5.782998, -14.907887)
O (15.541264, -7.853513, -15.859334)
O (14.273838, -5.806272, -15.567115)
O (15.951424, -5.986543, -17.347233)
S (14.467742, -10.725687, -17.557955)
O (13.887319, -10.167947, -16.281289)
O (15.861727, -10.462095, -17.074757)
O (14.087428, -12.120095, -17.610037)
O (14.164088, -9.933893, -18.726095)
S (14.777665, -8.333001, -12.887575)
O (14.757295, -6.843934, -12.990960)
O (14.020566, -8.939954, -14.033199)
O (16.029310, -8.892402, -13.466016)
O (14.409490, -8.818695, -11.573752)
C (18.196275, -4.364327, -12.814504)
O (16.873866, -4.864054, -12.627310)
H (18.705634, -5.014624, -13.534765)
H (18.233353, -3.373224, -13.263017)
H (18.782930, -4.385727, -11.896752)
H (16.958431, -5.499550, -11.881990)
C (18.431489, -8.398353, -15.272920)
O (17.659948, -9.611341, -15.411786)
H (18.073965, -7.800189, -14.438940)
H (19.504059, -8.577068, -15.285501)
H (18.194000, -7.791773, -16.155014)
H (18.266127, -10.192649, -15.880983)
C (18.016745, -7.690069, -10.882122)
O (17.105312, -6.649101, -10.537463)
H (18.907704, -7.195869, -11.280697)
H (18.368852, -8.316726, -10.061557)
H (17.597242, -8.314231, -11.674772)
H (16.521604, -6.964302, -9.820483)
C (13.922124, -7.285310, -8.184713)
O (14.810900, -7.440157, -9.303995)
H (12.902028, -7.062179, -8.511885)
H (13.857421, -8.226399, -7.638132)
H (14.300874, -6.414005, -7.653440)
H (14.351136, -7.962382, -9.989468)
C (16.124741, -11.258745, -9.211335)
O (15.651984, -12.160622, -8.202731)
H (16.098812, -11.773874, -10.175311)
H (15.557193, -10.329464, -9.238488)
H (17.185283, -11.120445, -9.003010)
H (14.933892, -12.664581, -8.594139)
C (11.480479, -7.787611, -15.934774)
O (11.892886, -7.462357, -14.611409)
H (11.554383, -8.843523, -16.188542)
H (10.448009, -7.452261, -16.031408)
H (12.086998, -7.246967, -16.665581)
H (12.603515, -8.053142, -14.281209)
C (13.840679, -4.924734, -10.719149)
O (14.452497, -4.273890, -11.871355)
H (14.604699, -5.077481, -9.958283)
H (13.016892, -4.278020, -10.422118)
H (13.494739, -5.926490, -10.952974)
H (14.813994, -3.478537, -11.465215)
C (11.647520, -4.388377, -13.074845)
O (12.722834, -5.143271, -13.632057)
H (11.258394, -3.719195, -13.846150)
H (10.837491, -5.093024, -12.876281)
H (11.849801, -3.811786, -12.179186)
H (12.316226, -5.925666, -14.109238)
C (15.367109, -11.983187, -13.188307)
O (15.704213, -11.506732, -14.522657)
H (15.851958, -11.227656, -12.570271)
H (14.292120, -11.931788, -13.009262)
H (15.727171, -13.003117, -13.091964)
H (15.846467, -12.309311, -15.037853)
C (10.966189, -9.277128, -11.474834)
O (11.940936, -8.873290, -10.516627)
H (11.126994, -10.267478, -11.905585)
H (10.006656, -9.274290, -10.960245)
H (10.937841, -8.547299, -12.288599)
H (12.828513, -9.047405, -10.888504)

Atomic forces in eV per Å
Fe -0.1 -1.5 -2.2
Fe -0.1 -0.8 0.6
S 0.6 -0.5 -1.4
O 3.0 0.6 0.6
O 0.2 2.0 -1.0
O -3.2 0.5 -0.5
O -0.1 -0.1 0.6
S -1.1 -0.2 -0.7
O -2.6 1.2 1.6
O 3.0 -0.6 -0.3
O 0.7 0.0 -0.3
O 0.0 -0.3 0.5
S 0.9 -2.1 -3.3
O -0.3 -1.1 1.6
O -4.3 0.8 1.6
O 3.3 1.0 3.3
O 0.5 0.6 -0.6
C 0.7 -0.6 -1.1
O 0.2 0.7 0.7
H 0.1 0.0 0.0
H -0.5 0.1 0.3
H -0.3 0.1 0.2
H -0.6 -0.1 0.1
C -0.9 0.8 -1.1
O 1.5 0.4 0.8
H 0.2 -0.4 0.4
H 0.0 -0.2 0.4
H 0.3 0.0 0.0
H -0.8 -0.5 -0.3
C 0.5 0.2 -0.7
O 0.2 -0.2 0.5
H 0.0 -0.1 -0.1
H -0.4 0.2 0.3
H 0.0 -0.1 0.1
H -0.3 0.2 -0.4
C 0.0 0.1 -0.8
O -0.6 -0.3 0.2
H 0.1 0.1 -0.2
H 0.3 0.3 0.5
H 0.0 -0.4 0.6
H 0.6 0.2 0.2
C 0.3 -1.1 0.1
O -0.1 0.2 -0.2
H -0.2 0.3 -0.2
H 0.1 0.1 0.0
H -0.1 0.5 0.1
H -0.1 0.0 0.2
C 0.1 0.3 -0.4
O -0.2 0.3 0.7
H 0.1 -0.1 0.4
H 0.0 -0.1 0.0
H 0.0 0.0 0.0
H -0.2 -0.1 -0.7
C 0.0 -0.2 -0.1
O -0.3 0.2 0.4
H -0.1 0.3 0.1
H 0.0 -0.2 0.4
H -0.1 0.2 -0.5
H 0.5 0.0 -0.6
C -1.0 -0.2 -1.0
O 0.2 0.4 0.3
H 0.1 0.2 0.1
H 0.0 0.0 0.3
H 0.6 -0.2 0.0
H 0.3 -0.4 -0.2
C 0.1 1.2 -0.3
O -0.1 -1.8 1.0
H 0.1 -0.6 0.6
H 0.0 -0.1 -0.2
H 0.2 0.1 0.3
H -0.2 0.5 -0.8
C 0.0 0.5 0.1
O 0.4 -0.4 0.0
H 0.2 -0.1 0.2
H 0.0 0.0 -0.1
H -0.2 -0.1 -0.1
H -0.8 0.1 0.1

Here are the Löwdin charges for atoms 1 to 4, given in e: number 1, Fe, carries 0.966; number 2, Fe, carries 1.197; number 3, S, carries 0.413; number 4, O, carries -0.358

Density functional theory data (the ωB97M-V functional and the def2-TZVPD basis) for a 10-piece molecular cluster, C10H40N18O10 overall at a distorted geometry.

Its HOMO energy is -9.3870 eV.

Geometry (Å):
C (4.588161, -5.076979, -1.056299)
O (4.871861, -3.809869, -0.490389)
H (3.838471, -4.932259, -1.834179)
H (5.414451, -5.539499, -1.596139)
H (4.133251, -5.763619, -0.342359)
H (5.154191, -4.008579, 0.405391)
C (-4.164999, 2.805431, 4.816151)
O (-4.225869, 2.077111, 5.758651)
N (-4.983439, 3.846841, 4.537481)
N (-3.157879, 2.754691, 4.002951)
H (-5.738809, 3.959991, 5.198321)
H (-4.635089, 4.441551, 3.799191)
H (-2.477899, 2.015251, 4.107631)
H (-3.243959, 3.164661, 3.083921)
C (2.996131, 1.655131, -6.008969)
O (3.771161, 1.643691, -6.916089)
N (3.144661, 2.302581, -4.908589)
N (1.918761, 0.991331, -6.061239)
H (2.625141, 2.082911, -4.070769)
H (3.931091, 2.917581, -4.755629)
H (1.764361, 0.302891, -6.783949)
H (1.188501, 1.366281, -5.472819)
C (1.353381, -7.175139, 4.231091)
O (1.773531, -6.900189, 5.348991)
N (0.777141, -6.288869, 3.430251)
N (1.409791, -8.406479, 3.694871)
H (0.494351, -6.555339, 2.497981)
H (0.762371, -5.334059, 3.759231)
H (1.955911, -9.172499, 4.062371)
H (0.823201, -8.545259, 2.884461)
C (-3.406889, 6.319671, -0.976069)
O (-3.094699, 5.330641, -0.330329)
N (-3.423499, 6.398481, -2.285879)
N (-3.545539, 7.476781, -0.401629)
H (-3.217369, 7.258291, -2.774079)
H (-3.197279, 5.552281, -2.788739)
H (-3.747399, 8.375681, -0.815549)
H (-3.280859, 7.459491, 0.572921)
C (1.358621, 7.465431, 1.607501)
O (1.955831, 7.874721, 2.601561)
N (1.015681, 8.165481, 0.545581)
N (0.855021, 6.301061, 1.574481)
H (0.480661, 7.793281, -0.225989)
H (1.432641, 9.084771, 0.511701)
H (1.010141, 5.541641, 2.222031)
H (0.345081, 6.040621, 0.742481)
C (-2.929419, -4.560629, -4.325169)
O (-2.989189, -4.762309, -5.550889)
N (-1.906729, -4.111119, -3.732709)
N (-3.837419, -4.802459, -3.423539)
H (-1.196729, -3.939149, -4.430159)
H (-1.750469, -3.893989, -2.758779)
H (-4.720669, -5.284559, -3.510369)
H (-3.741719, -4.342349, -2.529539)
C (-4.934799, -3.509559, 2.351891)
O (-4.548059, -2.950809, 1.336341)
N (-5.977359, -4.277029, 2.298091)
N (-4.577349, -3.294899, 3.622801)
H (-6.225529, -4.865079, 1.515331)
H (-6.364869, -4.524429, 3.197381)
H (-4.985969, -3.870659, 4.345051)
H (-3.755129, -2.732299, 3.788741)
C (0.052931, 0.108981, -0.355939)
O (0.886571, 0.953641, -0.536739)
N (0.376051, -1.106729, -0.182929)
N (-1.203089, 0.395391, -0.412509)
H (-0.327739, -1.782179, 0.078891)
H (1.359991, -1.246919, -0.003179)
H (-1.402579, 1.371161, -0.580349)
H (-1.885519, -0.132149, 0.112931)
C (7.488841, 0.962951, -0.700529)
O (7.652641, 2.162211, -0.665569)
N (8.258781, 0.109961, -0.108989)
N (6.471581, 0.455721, -1.344649)
H (8.217741, -0.899049, -0.091119)
H (8.834041, 0.575471, 0.578381)
H (5.770571, 1.072761, -1.729289)
H (6.288541, -0.537509, -1.354379)

Atomic forces in eV per Å
C -0.9 -0.1 -1.0
O 0.2 -0.4 0.3
H -0.2 0.2 0.0
H 0.4 0.0 0.4
H 0.3 -0.1 0.1
H 0.2 0.4 0.1
C -1.0 1.1 1.1
O -1.1 -1.5 2.3
N -0.6 -0.3 0.1
N 3.6 -0.4 -3.6
H 0.1 0.7 -0.6
H -1.0 0.5 0.6
H -0.3 0.2 0.0
H 0.3 -0.2 0.1
C 2.7 0.1 -2.1
O 2.8 0.3 -2.3
N 1.1 3.4 5.0
N -5.9 -3.2 0.4
H 0.1 0.0 -0.3
H -0.1 -0.3 -0.4
H -0.1 0.5 0.2
H -0.4 -0.9 -0.4
C 1.1 -0.5 2.4
O 0.1 0.1 -0.4
N -1.0 1.6 -1.2
N -0.3 -1.3 -1.1
H 0.1 0.6 0.3
H -0.2 -0.3 -0.3
H -0.3 0.5 0.2
H 0.4 -0.5 0.2
C 1.9 -1.3 0.6
O -0.5 -1.0 0.1
N -0.2 -0.9 -3.9
N -0.5 3.4 3.1
H -0.2 -0.2 0.3
H -0.1 0.2 0.1
H 0.0 -0.5 -0.1
H -0.3 0.3 -0.1
C 1.5 2.2 3.3
O 0.5 0.7 -0.6
N 0.2 3.0 -2.1
N -2.7 -6.4 -0.9
H 0.4 0.3 0.2
H -0.3 -0.1 -0.4
H 0.3 0.7 0.1
H 0.1 -0.4 0.3
C -2.7 -1.9 -4.1
O -0.1 0.0 1.2
N 6.7 2.8 0.6
N -4.5 -1.1 3.1
H 0.5 0.4 0.7
H -0.2 -0.2 -0.5
H 0.4 0.2 -0.8
H -0.1 -0.3 -0.2
C 0.5 2.1 -1.6
O 1.7 0.2 0.0
N -3.8 -3.5 0.6
N 1.5 0.8 1.2
H 0.2 0.6 0.0
H -0.3 -0.5 -0.5
H 0.6 0.4 0.0
H -0.4 -0.1 0.3
C 1.3 2.9 -0.6
O 2.3 2.2 -0.6
N 1.3 -5.6 1.2
N -5.0 1.2 0.0
H 0.5 -0.1 0.0
H -0.3 -0.4 0.0
H -0.1 -0.2 0.2
H 0.0 0.1 -0.3
C -1.3 2.3 -1.0
O 0.6 1.5 0.5
N 3.5 -2.1 2.8
N -3.0 -1.8 -2.0
H -0.3 0.4 -0.1
H 0.3 -0.5 -0.2
H 0.4 -0.2 0.1
H -0.1 0.3 0.0

Here are the Löwdin charges for atoms 1 to 4, given in e: number 1, C, carries -0.174; number 2, O, carries -0.121; number 3, H, carries 0.073; number 4, H, carries 0.075

Number 1: calculated total energy -2435.16966 Ha. Number 2: calculated total energy -3772.43170 Ha. Number 3: calculated total energy -5782.18975 Ha. Number 4: calculated total energy -2143.18864 Ha.